# 1
43
Properties=species:S:1:pos:R:3:forces:R:3:nbo_charge:R:1 method="wB97M-V/def2-TZVPD" s_squared=8.76 charge=-1 spin_multiplicity=6
Mn 0.0978 -0.1824 -0.7051 -0.5 -0.2 0.6 1.561
C -1.2110 -4.0636 1.7008 0.0 -0.1 0.0 -0.822
S -0.5135 -2.4205 1.6368 -0.1 0.3 -0.1 1.315
C 1.1194 -2.8314 2.2306 0.1 -0.1 0.0 -0.837
O -0.3344 -2.1859 0.1562 0.0 -0.1 0.0 -1.037
H -0.7161 -4.6686 0.9412 0.0 0.0 0.0 0.237
H -2.2734 -3.9814 1.4832 0.0 0.0 0.0 0.244
H -1.0659 -4.4802 2.6974 0.0 0.0 0.0 0.224
H 1.0848 -2.9718 3.3111 0.0 0.0 0.0 0.224
H 1.7518 -1.9841 1.9688 0.0 0.0 0.0 0.273
H 1.4774 -3.7264 1.7213 0.0 0.0 0.0 0.226
C 3.6088 1.6025 2.0695 0.0 0.0 0.0 -0.403
N 2.1848 1.4134 2.2764 -0.1 0.0 0.2 -0.438
C 1.5077 2.1235 3.2391 0.0 0.0 0.0 0.064
C 0.1905 1.9858 3.4249 0.0 0.0 0.0 -0.378
C -0.5753 1.0765 2.5569 0.0 0.2 0.0 0.621
O -1.7588 0.8401 2.7465 0.0 0.0 0.0 -0.627
N 0.1309 0.5033 1.5183 0.0 0.0 -0.1 -0.774
C 1.4648 0.5899 1.4358 0.2 -0.1 -0.2 0.750
O 2.0709 -0.0969 0.5781 0.0 0.0 -0.1 -0.760
H 4.1027 1.7128 3.0349 0.0 0.0 0.0 0.189
H 3.7989 2.4862 1.4574 0.0 0.0 0.0 0.208
H 4.0026 0.7340 1.5516 0.0 0.0 0.0 0.242
H 2.1185 2.7952 3.8290 0.0 0.0 0.0 0.199
H -0.3320 2.5345 4.1928 0.0 0.0 0.0 0.226
O 1.0370 1.3354 -1.6975 0.0 0.5 -0.4 -0.653
N 1.2852 2.4833 -1.1735 -0.1 -0.3 0.3 0.044
C 1.0341 3.5205 -1.9246 0.1 0.3 -0.2 -0.175
C 0.5327 3.4182 -3.2708 0.1 -0.1 0.2 0.273
N 0.1455 3.3362 -4.3501 0.0 0.1 0.0 -0.326
C 1.3315 4.8134 -1.3732 -0.1 -0.2 -0.1 0.292
N 1.5739 5.8525 -0.9426 0.0 0.0 0.0 -0.358
F 0.0568 -1.9070 -2.9151 0.0 0.0 0.0 -0.348
C -1.2206 -1.4120 -2.9929 0.0 -0.1 -0.2 0.291
C -1.6154 -0.4653 -2.0817 0.3 -0.1 0.0 -0.573
C -2.9053 -0.0239 -2.2452 -0.1 0.1 0.1 0.301
F -3.4256 0.9101 -1.4124 0.0 0.0 0.0 -0.328
C -3.7575 -0.4872 -3.2356 0.1 -0.1 0.0 0.280
F -5.0186 -0.0358 -3.3531 0.0 0.0 0.0 -0.316
C -3.3018 -1.4468 -4.1224 0.0 0.0 0.0 0.247
F -4.1103 -1.9132 -5.0887 0.0 0.0 0.0 -0.308
C -2.0084 -1.9240 -4.0073 -0.1 0.1 0.1 0.242
F -1.5652 -2.8589 -4.8667 0.0 0.0 0.0 -0.310

# 2
20
Properties=species:S:1:pos:R:3:forces:R:3:nbo_charge:R:1 method="wB97M-V/def2-TZVPD" charge=+1 spin_multiplicity=1
C 2.1341 -0.8364 -0.4994 0.0 -0.3 0.1 -0.422
N 1.3035 -2.0340 -0.4541 0.0 0.3 -0.1 -0.601
C 1.2585 -2.7026 -1.7502 0.0 -0.1 0.0 -0.420
H 3.1540 -1.1291 -0.7476 0.0 0.1 -0.1 0.214
H 1.8026 -0.0961 -1.2444 0.0 0.0 -0.1 0.148
H 2.1733 -0.3731 0.4880 0.0 0.0 0.0 0.187
H 0.3638 -1.7577 -0.1939 0.0 -0.2 0.1 0.326
H 0.8365 -2.0817 -2.5529 0.0 0.0 0.0 0.162
H 0.6768 -3.6202 -1.6748 0.0 0.0 0.0 0.209
H 2.2709 -2.9795 -2.0404 0.0 0.0 0.0 0.203
C -1.0528 1.4191 0.6714 -0.2 0.1 0.2 -0.087
C 0.1186 2.0260 0.6597 0.1 0.0 0.0 -0.277
C -3.3148 1.5361 1.4954 0.1 0.1 0.0 0.116
N -2.1358 2.0087 1.3959 0.0 0.0 -0.1 -0.390
H -1.3145 0.4873 0.1914 0.1 0.0 0.0 0.235
H 0.2819 2.9756 1.1544 0.0 0.0 0.1 0.221
H 0.9660 1.5871 0.1548 -0.1 0.0 -0.1 0.257
H -4.0449 2.0831 2.0757 -0.1 -0.1 0.0 0.241
H -3.5515 0.6010 1.0033 -0.1 0.0 0.0 0.232
H -1.9261 2.8864 1.8678 0.0 0.0 0.0 0.445

# 3
79
Properties=species:S:1:pos:R:3:forces:R:3:lowdin_charge:R:1 method="wB97M-V/def2-TZVPD" charge=0 spin_multiplicity=1
C 2.6815 -4.4094 4.0957 -0.4 -0.2 -0.7 -0.080
C 1.7704 -3.9562 2.8567 0.5 1.2 0.6 -0.264
O 1.9105 -4.8019 1.6860 -0.5 1.3 0.1 -0.188
C 1.5905 -4.0488 0.4832 -0.2 -1.0 -0.8 -0.204
C 0.1316 -3.3786 0.5200 0.1 0.4 -0.2 -0.135
C 0.1134 -1.8270 0.9133 0.4 2.5 0.5 -0.088
C 1.1934 -0.9328 0.2011 -1.6 1.5 2.0 0.043
C 1.3237 0.5748 0.5033 -3.0 -2.7 1.8 -0.028
C 0.2958 1.1543 1.5095 0.6 -2.2 -0.9 -0.044
C -0.8053 0.3040 2.2358 2.0 -2.1 -2.2 -0.206
P -1.9312 1.2891 3.4277 1.1 1.9 0.3 0.891
N -3.4648 1.4460 2.5002 1.5 -1.6 0.0 -0.197
O -2.1974 0.4308 4.8926 -1.7 -0.2 -2.4 -0.348
C -0.9127 -1.2240 1.9501 2.9 1.7 -1.8 -0.093
C -1.9910 -2.1251 2.7014 0.1 0.3 -0.5 -0.165
C -2.9108 -3.0265 1.7353 -0.7 -0.8 1.1 -0.162
C -4.4510 -2.8201 2.2295 0.7 0.2 0.5 -0.232
O -5.2690 -4.0007 2.0275 0.4 1.7 -1.3 -0.227
C -5.7667 -4.0106 0.6651 0.3 -0.5 -0.6 -0.117
C 0.6386 2.7059 1.6056 -1.3 -0.7 1.1 -0.339
O 0.0140 3.5740 2.2568 2.8 -2.7 -2.9 0.025
N 1.8528 2.8702 0.7646 -1.3 0.2 -0.7 0.120
C 2.3212 1.6965 -0.0167 0.1 -0.5 -0.1 -0.308
O 3.2818 1.6398 -0.8231 -4.0 0.4 3.2 0.061
H 2.0815 -5.1098 4.7708 1.1 0.7 -1.0 0.075
H 3.6207 -4.9086 3.6539 -1.4 0.7 1.0 0.090
H 2.9684 -3.4992 4.7251 -0.4 -1.2 -1.0 0.080
H 2.1096 -2.9007 2.5499 -0.6 -1.3 0.5 0.123
H 0.6786 -3.8909 3.2012 1.4 -0.1 -0.6 0.110
H 2.4466 -3.3381 0.2273 -1.2 -0.6 0.5 0.116
H 1.5651 -4.8295 -0.3704 0.1 1.1 1.5 0.137
H -0.3001 -3.4643 -0.5511 0.6 0.2 1.7 0.120
H -0.5046 -4.0340 1.2288 0.9 1.3 -1.2 0.113
H 1.9161 -1.4083 -0.5557 -1.3 0.8 1.4 0.113
H -3.1726 2.0417 1.6946 -0.3 -0.3 0.9 0.039
H -3.6181 0.5144 2.0788 -0.4 0.5 0.0 0.001
H -3.1666 0.2252 4.8994 1.0 0.0 0.4 0.048
H -2.6941 -1.4230 3.2718 1.2 -0.9 -0.8 0.067
H -1.5268 -2.8278 3.4946 -0.5 1.3 -1.3 0.132
H -2.7701 -2.8342 0.6209 -0.2 -0.1 1.5 0.109
H -2.6946 -4.1451 1.9397 -0.3 1.8 -0.5 0.124
H -4.4833 -2.6077 3.3643 0.2 -0.5 -1.8 0.132
H -4.8540 -1.8817 1.7155 0.1 -1.2 0.5 0.123
H -6.7148 -3.3827 0.5637 1.1 -1.0 0.2 0.097
H -4.9880 -3.5645 -0.0582 -1.1 -0.7 1.0 0.088
H -5.9281 -5.1172 0.3823 0.0 1.9 0.4 0.106
H 1.7256 3.7410 0.2283 0.9 -0.3 0.4 0.144
C 4.3860 7.6591 0.9532 0.1 0.1 0.0 -0.109
O 4.8211 8.0877 -0.3308 -0.2 -0.3 0.1 -0.195
C 4.9229 7.0092 -1.2580 -0.1 0.5 -0.2 -0.198
C 3.7172 6.9664 -2.1927 0.1 -0.5 0.3 -0.198
O 2.5215 6.6464 -1.4828 0.1 0.3 0.0 -0.205
C 1.7290 7.7949 -1.2120 -0.1 -0.1 0.0 -0.111
H 4.0867 8.5402 1.5233 0.1 0.0 -0.1 0.089
H 3.5310 6.9810 0.8889 0.0 0.0 0.0 0.081
H 5.2089 7.1635 1.4768 -0.1 -0.1 0.1 0.088
H 5.0492 6.0555 -0.7357 -0.1 0.0 0.0 0.125
H 5.8242 7.1860 -1.8546 0.0 0.0 0.0 0.124
H 3.8714 6.1720 -2.9297 0.0 0.0 0.0 0.123
H 3.6063 7.9111 -2.7354 0.0 0.0 0.1 0.125
H 1.2106 8.1094 -2.1240 0.0 0.1 0.0 0.087
H 2.3280 8.6236 -0.8272 0.0 0.0 0.0 0.084
H 0.9848 7.5264 -0.4607 0.1 -0.1 -0.1 0.089
C 0.0860 -2.3124 -5.9148 -0.1 0.1 -0.1 -0.109
O -1.3305 -2.1920 -5.8833 0.2 -0.2 0.3 -0.193
C -1.9507 -3.2573 -5.1676 -0.3 0.5 -0.1 -0.198
C -2.3461 -2.8219 -3.7593 0.4 -0.4 0.0 -0.196
O -1.1970 -2.5454 -2.9597 -0.1 0.2 -0.2 -0.212
C -0.9332 -1.1518 -2.8525 0.0 -0.1 0.1 -0.104
H 0.5020 -1.3581 -6.2417 -0.1 -0.1 0.0 0.090
H 0.4971 -2.5509 -4.9304 0.0 0.0 0.0 0.082
H 0.3759 -3.0870 -6.6311 0.1 0.0 0.0 0.088
H -1.3019 -4.1385 -5.1387 0.0 0.1 0.1 0.125
H -2.8572 -3.5270 -5.7199 0.0 0.0 0.1 0.124
H -2.8809 -3.6446 -3.2736 0.0 0.0 0.0 0.122
H -3.0167 -1.9565 -3.7890 0.1 0.0 -0.1 0.126
H -1.6415 -0.6955 -2.1526 0.0 0.1 0.0 0.090
H -0.9970 -0.6471 -3.8193 0.0 -0.1 0.0 0.087
H 0.0769 -1.0249 -2.4609 -0.1 -0.1 0.0 0.075

E_tot? In order: -88154.2390; -8367.2754; -56273.0234 eV.
Energy relative to the best compared isomer or geometry (same formula, charge and spin)? In order: 0.484; 3.535; 4.169 eV.